Entry 1:
{
  "formula": "CH8Si3",
  "method": "the ωB97M-V functional and the def2-TZVPD basis",
  "smiles": "C/[SiH]=[SiH]/[SiH3]",
  "e_above_lowest_kcal_mol": 32.0,
  "e_homo_ha": -0.281,
  "gap_ev": 6.08,
  "total_charge": 0,
  "symbols": ["C", "Si", "Si", "Si", "H", "H", "H", "H", "H", "H", "H", "H"],
  "xyz": [[2.52636, -0.54289, 0.16928], [1.02191, 0.58985, 0.29227], [-0.68225, -0.69319, -0.53702], [-2.75962, 0.15787, 0.09273], [2.23856, -1.32031, -0.55747], [3.31312, -0.09942, -0.45293], [2.83224, -1.09344, 1.12593], [1.84390, 1.82394, 0.63358], [-0.53068, -0.10140, -1.85973], [-2.74506, 1.52390, 0.70846], [-3.07835, -0.65270, 1.25362], [-3.98012, 0.40778, -0.86872]]
}

Entry 2:
{
  "formula": "C5H8F3NO",
  "method": "the ωB97M-V functional and the def2-TZVPD basis",
  "smiles": "CN[C@](C)(C=O)C(F)(F)F",
  "e_above_lowest_kcal_mol": 9.5,
  "e_homo_ha": -0.341,
  "gap_ev": 9.98,
  "total_charge": 0,
  "symbols": ["C", "N", "C", "C", "C", "O", "C", "F", "F", "F", "H", "H", "H", "H", "H", "H", "H", "H"],
  "xyz": [[-1.49569, 0.66014, -1.29087], [-1.02225, 0.67847, 0.06204], [0.18037, -0.10271, 0.24207], [1.30795, 0.52554, -0.57353], [0.08678, -1.64047, 0.02397], [0.92432, -2.26617, -0.56123], [0.57754, 0.06583, 1.70991], [1.49715, -0.82720, 2.04765], [-0.47915, -0.29018, 2.42605], [0.92844, 1.28299, 1.99210], [-0.53993, 0.56349, -1.97697], [-1.98289, -0.34430, -1.64743], [-2.22125, 1.49573, -1.43985], [-1.81807, 0.46926, 0.69870], [0.98093, 1.50056, -0.82572], [2.23781, 0.42975, -0.02534], [1.58986, -0.07477, -1.49894], [-0.75191, -2.12597, 0.63737]]
}

Entry 3:
{
  "formula": "C3H7NO2",
  "method": "the ωB97M-V functional and the def2-TZVPD basis",
  "smiles": "[H]/N=C/OCCO",
  "e_above_lowest_kcal_mol": 36.3,
  "e_homo_ha": -0.364,
  "gap_ev": 10.77,
  "total_charge": 0,
  "symbols": ["H", "N", "C", "O", "C", "C", "O", "H", "H", "H", "H", "H", "H"],
  "xyz": [[1.57094, -1.61115, -1.67262], [1.06972, -0.99937, -1.03586], [0.26325, -0.24430, -1.66016], [-0.51438, 0.66661, -1.08457], [-0.25837, 1.04745, 0.28453], [-0.67002, 0.04284, 1.35489], [0.26663, -0.96030, 1.62310], [0.10223, -0.24249, -2.74131], [-0.85073, 1.95876, 0.39739], [0.80616, 1.28539, 0.38777], [-1.66634, -0.35767, 1.09794], [-0.78964, 0.62004, 2.28136], [0.67055, -1.20580, 0.76754]]
}

Entry 4:
{
  "formula": "CHFI2S",
  "method": "the ωB97M-V functional and the def2-TZVPD basis",
  "e_above_lowest_kcal_mol": 22.1,
  "e_homo_ha": [-0.327, -0.327],
  "gap_ev": [7.22, 7.23],
  "total_charge": 0,
  "symbols": ["C", "F", "S", "I", "I", "H"],
  "xyz": [[0.17145, -0.53433, 0.40455], [-0.09715, -1.65812, 1.03378], [0.18281, -0.70260, -1.33245], [-1.84975, 1.32391, 0.99854], [0.64983, 1.50408, -1.97481], [0.94282, 0.06705, 0.87039]]
}

Entry 5:
{
  "formula": "C30H71N5O5",
  "method": "the ωB97M-V functional and the def2-TZVPD basis",
  "smiles": "CC1(C)CCCC(C)(C)N1O.CC1(C)CCCC(C)(C)N1O.COC[C@H](C)N.COC[C@H](C)N.COC[C@H](C)N",
  "e_above_lowest_kcal_mol": 72.4,
  "e_homo_ha": -0.296,
  "gap_ev": 8.59,
  "total_charge": 0,
  "symbols": ["C", "C", "C", "C", "C", "C", "C", "C", "C", "N", "O", "H", "H", "H", "H", "H", "H", "H", "H", "H", "H", "H", "H", "H", "H", "H", "H", "H", "H", "H", "C", "C", "C", "C", "C", "C", "C", "C", "C", "N", "O", "H", "H", "H", "H", "H", "H", "H", "H", "H", "H", "H", "H", "H", "H", "H", "H", "H", "H", "H", "C", "O", "C", "C", "C", "N", "H", "H", "H", "H", "H", "H", "H", "H", "H", "H", "H", "C", "O", "C", "C", "C", "N", "H", "H", "H", "H", "H", "H", "H", "H", "H", "H", "H", "C", "O", "C", "C", "C", "N", "H", "H", "H", "H", "H", "H", "H", "H", "H", "H", "H"],
  "xyz": [[-8.29942, 1.06784, -5.69029], [-7.35967, 2.28604, -5.91553], [-6.16202, 1.89794, -6.75815], [-8.03425, 3.53653, -6.66209], [-8.85532, 4.32198, -5.78173], [-8.17728, 4.93627, -4.54457], [-6.83234, 4.14273, -4.23064], [-5.57731, 4.91876, -4.66259], [-6.84226, 4.10285, -2.67939], [-6.92393, 2.77052, -4.60853], [-5.94415, 2.00323, -4.11879], [-7.90198, 0.30396, -5.02199], [-9.22562, 1.35223, -5.19092], [-8.40885, 0.53945, -6.63735], [-5.29099, 2.54504, -6.65485], [-5.93460, 0.85977, -6.51612], [-6.53066, 1.74076, -7.77181], [-7.34653, 4.14769, -7.24659], [-8.81872, 3.16040, -7.31876], [-9.29755, 5.11136, -6.38952], [-9.57457, 3.59978, -5.39544], [-8.88124, 4.94871, -3.71248], [-8.04861, 5.97877, -4.83568], [-5.53570, 5.06515, -5.74192], [-4.63354, 4.45500, -4.37568], [-5.51316, 5.87128, -4.13660], [-7.64827, 3.43608, -2.37304], [-6.93845, 5.04313, -2.13649], [-5.92284, 3.62941, -2.33495], [-5.29691, 2.09148, -4.82228], [2.22551, -1.43470, -0.55502], [3.25890, -0.84236, -1.59223], [4.57232, -0.42904, -0.91465], [3.55330, -2.05168, -2.46834], [4.08178, -1.83961, -3.96003], [3.24183, -0.73824, -4.57366], [3.06035, 0.61431, -3.71644], [4.38579, 1.37196, -3.79278], [1.93834, 1.50865, -4.33600], [2.69298, 0.25240, -2.37259], [2.25079, 1.30762, -1.59379], [2.68154, -2.22701, 0.03859], [1.78529, -0.58465, -0.03376], [1.31987, -1.86791, -0.97960], [4.44131, 0.61867, -0.64405], [4.74550, -0.94498, 0.02977], [5.45086, -0.65882, -1.51754], [4.14354, -2.74679, -1.87124], [2.60913, -2.56901, -2.63870], [5.10552, -1.46576, -3.94262], [4.05009, -2.83283, -4.40794], [2.21071, -1.01442, -4.79412], [3.57485, -0.36555, -5.54232], [4.65577, 1.62768, -4.81739], [5.11869, 0.74250, -3.28806], [4.22003, 2.32678, -3.29384], [2.06266, 2.49099, -3.88033], [0.98085, 1.01154, -4.18040], [2.08434, 1.75736, -5.38716], [1.31075, 1.12139, -1.53676], [-3.58038, -7.15365, -1.66893], [-2.99949, -7.68076, -0.54105], [-3.64838, -7.55845, 0.76592], [-4.96479, -8.40137, 0.83604], [-5.25199, -8.89709, 2.26791], [-4.85375, -9.56474, 0.03957], [-4.05828, -6.17986, -1.56196], [-4.09636, -7.98020, -2.15747], [-2.77089, -6.92430, -2.36191], [-2.89793, -8.03159, 1.39919], [-3.93368, -6.51278, 0.88112], [-5.73610, -7.73512, 0.44966], [-4.34460, -9.41819, 2.57320], [-6.06678, -9.61662, 2.34845], [-5.35277, -8.07032, 2.97103], [-4.27018, -10.30379, 0.40474], [-4.45698, -9.31826, -0.85592], [8.09650, -1.88263, 8.07895], [9.25021, -2.31299, 7.38873], [9.26259, -2.33131, 5.97252], [10.77597, -1.89136, 5.56426], [11.00972, -1.53797, 4.07906], [11.60444, -3.03723, 5.82614], [7.30057, -2.51582, 7.68696], [7.73232, -0.90604, 7.75998], [8.12829, -1.97242, 9.16479], [8.81850, -3.22088, 5.52580], [8.76361, -1.52280, 5.43828], [11.19524, -1.05314, 6.12080], [10.27407, -0.84915, 3.66380], [11.11012, -2.38139, 3.39593], [11.91414, -0.93868, 3.97432], [11.21136, -3.89713, 5.47095], [11.72644, -3.18606, 6.81765], [2.32491, 4.38254, 9.95679], [1.26363, 4.49965, 9.04144], [1.65005, 4.34162, 7.67589], [0.58002, 5.12468, 6.92021], [0.47101, 4.67157, 5.49583], [0.85101, 6.57793, 7.11999], [2.02163, 4.61689, 10.97718], [3.18969, 5.00299, 9.72163], [2.58766, 3.32917, 9.85940], [2.63211, 4.79179, 7.53096], [1.62276, 3.29733, 7.36471], [-0.38711, 4.93370, 7.38528], [0.13229, 3.68416, 5.18215], [1.49539, 4.67811, 5.12339], [-0.11885, 5.39584, 4.93405], [1.74246, 6.80506, 6.70305], [0.99416, 6.64848, 8.11730]]
}

Entry 6:
{
  "formula": "C20H16N5PtSe",
  "method": "the ωB97M-V functional and the def2-TZVPD basis",
  "e_above_lowest_kcal_mol": 0.0,
  "e_homo_ha": [-0.378, -0.378],
  "gap_ev": [6.19, 6.19],
  "total_charge": 1,
  "symbols": ["Pt", "N", "C", "N", "C", "N", "N", "C", "C", "C", "C", "C", "C", "N", "C", "C", "C", "C", "C", "C", "H", "H", "H", "H", "H", "H", "H", "H", "H", "H", "H", "Se", "C", "C", "C", "C", "C", "C", "H", "H", "H", "H", "H"],
  "xyz": [[-0.07277, -0.28528, -0.52236], [4.08827, -1.06536, -0.53700], [2.88829, -0.61262, -0.86500], [1.79731, -0.94005, -0.22391], [1.85174, -1.81315, 0.88646], [0.78507, -2.17443, 1.51993], [-0.34721, -1.62874, 0.95801], [-1.44587, -1.51947, 1.60185], [-2.48956, -0.78710, 0.90885], [-3.79907, -0.74328, 1.34888], [-4.74696, -0.08046, 0.58546], [-4.35903, 0.51516, -0.59912], [-3.02478, 0.47439, -0.96998], [-2.10545, -0.13954, -0.22603], [3.16187, -2.30196, 1.28934], [3.33102, -3.15395, 2.38592], [4.58795, -3.60598, 2.71697], [5.69785, -3.21605, 1.96278], [5.55346, -2.37465, 0.88080], [4.28053, -1.92048, 0.55188], [4.88451, -0.75713, -1.07398], [2.80754, 0.07271, -1.69904], [-1.56415, -1.92205, 2.60094], [-4.06743, -1.24659, 2.26758], [-5.77890, -0.04436, 0.90731], [-5.06709, 1.03123, -1.23090], [-2.66663, 0.95831, -1.86476], [2.46117, -3.44464, 2.95751], [4.71903, -4.26516, 3.56349], [6.68290, -3.57622, 2.22703], [6.41082, -2.06796, 0.29459], [0.67308, 1.91902, -1.17995], [-0.95662, 2.84490, -1.59740], [-1.68036, 3.46263, -0.58218], [-2.82362, 4.19011, -0.88320], [-3.25196, 4.30699, -2.19878], [-2.52789, 3.69562, -3.21360], [-1.37935, 2.97360, -2.91628], [-1.34020, 3.37776, 0.44249], [-3.37629, 4.67581, -0.08884], [-4.13644, 4.88471, -2.43398], [-2.84908, 3.79399, -4.24287], [-0.80570, 2.50976, -3.70892]]
}